No. 1
Entry from the OMol25 dataset: C22H32IrN2O7PS as an isolated structure (ωB97M-V/def2-TZVPD).

LUMO level (alpha / beta) (eV): -7.207 / -8.354
Multiplicity: 5
HOMO level (alpha / beta) (hartree): -0.5311 / -0.5655
Energy above the lowest of the compared OMol25 structures with the same formula, charge and spin (kcal/mol): 0.0
HOMO-LUMO gap (alpha / beta) (Eh): 0.2662 / 0.2585
Net charge: +2

```
66
Properties=species:S:1:pos:R:3:forces:R:3:lowdin_charge:R:1
Ir 0.29801 0.12036 -0.15111 -0.153 0.007 0.057 1.195
S 4.24047 -4.14141 3.30897 -0.029 0.541 -0.412 0.564
P -0.91914 2.08687 -0.52895 -0.063 0.120 -0.177 0.926
O 0.28418 -0.60210 -2.67951 -0.050 -0.084 0.066 0.036
O 2.72660 -4.29188 3.50049 -0.451 -0.256 0.319 -0.134
O -0.57655 -2.51743 3.11428 -0.004 0.013 0.013 0.223
O 4.85224 -5.22177 2.62717 -0.013 -0.317 -0.167 -0.222
O 4.89912 -3.48205 4.37751 0.106 0.058 0.270 -0.229
O -0.63081 -2.20530 -3.94740 -0.058 -0.045 -0.063 0.185
O 0.17168 -0.84670 1.93332 -0.090 -0.102 0.033 -0.002
N 2.48577 0.03691 -0.56806 0.175 0.179 -0.184 -0.011
N -0.50822 -1.92476 -0.42821 -0.093 -0.151 -0.022 0.036
C -0.66922 3.25616 0.87983 0.070 0.102 -0.091 -0.516
C -0.83033 -2.60228 0.68556 -0.025 -0.104 -0.159 -0.154
C -0.09144 2.56375 2.11212 0.067 -0.032 0.012 -0.119
C -0.32912 -1.64282 -2.79998 0.109 0.166 0.004 -0.471
C -3.04662 1.01539 -1.99358 0.035 0.004 -0.011 -0.086
C -2.70694 1.67136 -0.65864 0.022 0.184 0.068 -0.533
C 3.63656 -2.88120 2.14215 0.559 -0.354 0.495 -0.234
C -1.49991 -3.81652 0.62775 0.080 0.115 -0.074 0.060
C -0.44005 2.97082 -2.06781 -0.131 -0.062 -0.025 -0.539
C -0.38283 -1.93454 1.96242 0.111 0.080 0.012 -0.430
C 2.97952 -0.96289 0.33962 0.055 -0.148 0.088 -0.308
C -0.80591 -2.44539 -1.62116 -0.035 -0.045 0.088 -0.154
C 3.84674 -1.55422 2.48895 -0.190 0.344 -0.302 0.012
C -3.13025 0.78839 0.51352 0.003 -0.031 0.015 -0.100
C 2.76657 -2.30316 0.01193 0.070 -0.002 0.129 -0.023
C -1.83488 -4.34451 -0.61275 0.027 0.049 0.008 0.035
C 3.53912 -0.57786 1.55189 -0.139 -0.213 0.105 0.009
C -1.47533 -3.65471 -1.75933 0.062 0.058 0.046 0.071
C 1.05021 3.29885 -2.09172 0.077 -0.067 0.056 -0.102
C -1.27462 4.23014 -2.30794 -0.015 -0.015 0.012 -0.081
C 3.09060 -3.28237 0.93249 -0.031 0.210 -0.400 -0.013
C -1.90921 4.07529 1.24071 -0.033 0.010 -0.008 -0.085
H -1.00902 4.65999 -3.27332 0.012 0.004 -0.021 0.098
H -4.09440 0.71674 -1.99297 -0.029 -0.003 0.000 0.098
H -3.23615 2.62726 -0.58672 0.016 -0.049 -0.010 0.112
H 2.65012 -0.22554 -1.53916 -0.100 0.036 0.029 0.115
H -1.63080 4.82020 1.98602 0.002 0.013 0.010 0.099
H -0.97499 -3.39745 3.06623 0.031 0.012 0.018 0.136
H -1.76997 -4.36504 1.51923 -0.007 -0.004 0.037 0.134
H -2.89500 1.22495 1.48305 0.022 0.007 0.029 0.069
H 2.93592 0.93831 -0.41962 0.001 -0.088 0.046 0.112
H 0.20349 3.31342 2.84540 -0.005 0.011 0.039 0.096
H 2.36289 -2.57192 -0.95628 -0.018 0.011 -0.043 0.120
H -1.69936 -4.04016 -2.74298 0.000 0.004 -0.017 0.142
H 3.70468 0.46639 1.78219 0.008 0.052 -0.018 0.131
H -2.34551 4.03408 -2.32074 -0.051 -0.011 0.003 0.077
H -2.89557 1.68069 -2.84138 0.020 0.019 -0.019 0.080
H -0.81952 1.90568 2.58545 -0.029 -0.059 0.009 0.076
H -0.64675 2.24895 -2.86480 0.016 -0.034 0.039 0.101
H -2.64250 -0.18980 0.45255 0.009 -0.032 -0.002 0.050
H 1.66720 2.44260 -1.80961 -0.006 -0.008 -0.038 0.041
H 1.34279 3.59574 -3.09740 0.004 0.035 -0.026 0.097
H -2.68827 3.45389 1.68155 -0.020 -0.009 0.002 0.079
H 0.79764 1.96656 1.88022 0.003 0.034 0.011 0.044
H -2.33115 4.60619 0.38931 -0.005 0.007 -0.019 0.074
H -2.44637 0.11672 -2.15364 0.019 -0.049 -0.002 0.058
H -4.20579 0.61863 0.47650 -0.032 0.000 0.011 0.098
H 0.08749 3.94943 0.49446 0.007 -0.058 -0.011 0.107
H -0.29834 -1.67040 -4.68913 -0.003 -0.009 0.025 0.169
H 4.25935 -1.30096 3.45405 0.060 -0.023 0.048 0.135
H 1.28916 4.12888 -1.42712 0.012 0.011 0.042 0.084
H -2.35977 -5.28731 -0.68158 -0.006 -0.006 0.004 0.140
H -1.07034 4.98679 -1.55081 0.002 0.029 0.028 0.083
H 2.95290 -4.33193 0.71657 0.041 -0.053 -0.002 0.137
```
Forces are in eV/Å.

***

No. 2
Entry from the OMol25 dataset: an isolated ion of composition C3H9N2OS and charge +1 (ωB97M-V/def2-TZVPD).

LUMO level (eV): -4.030
HOMO level (hartree): -0.4837
Energy above the lowest of the compared OMol25 structures with the same formula, charge and spin (kcal/mol): 21.6
HOMO-LUMO gap (Eh): 0.3356
Net charge: +1

```
16
Properties=species:S:1:pos:R:3:forces:R:3:lowdin_charge:R:1
S -0.96118 -1.95039 1.09390 0.515 0.211 -0.887 0.730
O -1.23349 1.15407 -1.01458 -0.681 -0.417 0.585 0.175
N 1.31917 0.53975 -1.09480 0.411 0.873 -0.448 0.063
N -1.37910 1.36067 1.10574 1.855 -0.908 -0.409 0.266
C 0.58335 -1.32039 0.18239 -1.215 -1.798 1.549 -0.424
C 0.68706 0.19075 0.15221 0.954 -0.216 -0.282 -0.363
C -0.66753 0.84616 0.12371 -1.794 1.671 -1.135 -0.337
H 1.22309 0.55755 1.04725 -0.195 -0.092 -0.271 0.171
H -1.10068 -3.00320 0.26587 -0.108 0.128 0.227 -0.121
H 1.74227 -0.17041 -1.67201 -0.077 -0.369 0.486 0.102
H -0.90523 1.52547 1.98072 -0.643 -0.093 0.376 0.155
H 1.92114 1.35212 -1.09200 -0.130 0.017 0.177 0.110
H 0.58389 -1.75699 -0.80554 -0.278 0.214 -0.341 0.080
H 1.34664 -1.86120 0.74126 0.522 0.829 -0.176 0.079
H -2.27577 1.73255 0.82548 -0.051 0.323 0.512 0.163
H -0.88363 0.80350 -1.83961 0.915 -0.374 0.037 0.151
```
Forces are in eV/Å.

***

No. 3
Entry from the OMol25 dataset: C5H5F3 as an isolated structure (ωB97M-V/def2-TZVPD).

LUMO level (alpha / beta) (eV): 0.237 / -0.904
HOMO level (alpha / beta) (hartree): -0.3620 / -0.2732
Energy above the lowest of the compared OMol25 structures with the same formula, charge and spin (kcal/mol): 106.4
HOMO-LUMO gap (alpha / beta) (Eh): 0.3707 / 0.2400

```
13
Properties=species:S:1:pos:R:3:forces:R:3:lowdin_charge:R:1
F -2.36898 -0.09698 -1.15890 0.761 0.463 0.565 0.089
F -2.81811 1.09547 0.54646 -1.526 3.124 1.244 0.220
F -2.39881 -0.95340 0.81779 0.763 0.203 0.175 0.105
C 1.31960 -0.74411 0.62594 -0.256 -0.707 -1.904 -0.151
C 0.84254 0.90522 -0.69444 -0.106 -2.319 -1.712 -0.100
C 1.21274 0.75179 0.60124 -0.089 1.873 2.971 -0.138
C 0.94269 -0.48839 -0.83973 -0.030 0.034 -0.797 -0.112
C -2.08799 0.17052 0.14655 -0.066 -3.805 -1.962 -0.422
H 0.47312 -1.39350 1.00465 1.336 0.836 0.557 0.117
H 2.37667 -1.08502 0.73508 -1.043 -0.262 0.343 0.113
H 1.35619 1.42703 1.42899 0.034 0.320 0.039 0.085
H 0.51645 1.49308 -1.54575 0.225 0.976 0.849 0.110
H 0.63388 -1.08170 -1.66789 -0.003 -0.738 -0.369 0.082
```
Forces are in eV/Å.

***

No. 4
Entry from the OMol25 dataset: C31H42BN10O2S4Ti as an isolated structure (ωB97M-V/def2-TZVPD).

LUMO level (eV): -4.225
HOMO level (hartree): -0.3735
Energy above the lowest of the compared OMol25 structures with the same formula, charge and spin (kcal/mol): 25.9
HOMO-LUMO gap (Eh): 0.2182
Net charge: +1

```
91
Properties=species:S:1:pos:R:3:forces:R:3:lowdin_charge:R:1
Ti 0.83767 -1.35597 -0.24250 0.099 0.041 -0.206 0.652
S -1.21107 -1.75748 -1.47124 0.020 0.002 -0.037 0.815
S 1.98457 0.64174 -1.05450 0.054 0.033 0.029 0.791
S 1.28213 -4.05962 -1.88636 0.076 -0.011 -0.199 0.809
S 0.68824 0.62200 2.57880 -0.006 -0.024 0.004 0.760
O 0.15669 -2.24496 1.21275 0.035 -0.063 0.172 -0.345
O 0.82379 -4.93442 -0.82956 -0.048 0.091 0.079 -0.459
N 0.63922 1.46148 -3.35855 0.018 -0.110 0.032 0.029
N -0.81536 2.08407 0.85985 -0.023 -0.069 0.034 0.052
N -0.58107 1.35154 -1.55381 -0.014 -0.077 -0.028 0.038
N -1.05332 -2.18569 1.77352 -0.060 -0.101 -0.145 0.068
N -2.33236 0.26314 -0.08133 0.022 0.054 -0.015 0.063
N 1.34467 -2.58374 -1.64292 -0.040 -0.025 0.218 -0.543
N -0.19117 3.23975 2.60556 -0.045 0.019 0.004 0.016
N -3.35190 -2.28820 4.20872 -0.011 0.024 -0.005 0.201
N 1.12534 -2.81628 4.37464 0.006 0.010 0.005 0.227
N -3.71581 -1.41234 -0.24039 -0.007 0.042 -0.020 0.035
C 4.26609 -2.52574 -0.33373 -0.016 0.019 -0.003 -0.276
C -4.43395 -2.71422 -0.48293 -0.036 -0.030 -0.019 -0.532
C 3.91447 -0.28398 1.33001 -0.004 -0.011 -0.022 -0.125
C 0.41360 3.65387 3.91416 -0.014 0.048 0.040 -0.547
C 0.15252 -2.62871 3.79610 -0.037 -0.018 -0.055 -0.154
C 0.65901 1.18065 -2.04148 -0.086 -0.031 -0.039 -0.597
C -2.48978 -0.97315 -0.57950 -0.069 -0.017 0.076 -0.557
C 1.77800 1.30034 -4.32519 0.042 0.046 -0.066 -0.534
C 4.87050 -0.27559 0.33006 -0.015 -0.002 0.001 -0.086
C -0.17971 2.80044 5.03276 0.019 -0.002 0.025 -0.038
C -0.93225 4.07871 1.78197 0.035 -0.046 0.040 -0.026
C 1.34116 1.84891 -5.68072 -0.021 -0.070 -0.020 -0.045
C -4.70827 -3.34191 0.88273 0.032 0.014 0.003 -0.020
C -1.04672 -2.39181 3.03568 -0.058 0.094 0.208 -0.276
C -1.41372 1.70344 -2.58892 0.013 0.045 -0.020 -0.023
C 2.08658 -0.19107 -4.43597 0.011 0.000 0.041 -0.023
C -3.62256 -3.68762 -1.32505 0.005 0.024 0.006 -0.072
C 5.04231 -1.38718 -0.49041 0.021 0.019 -0.001 -0.033
C -3.46262 0.60927 0.62152 -0.019 -0.008 0.007 0.006
C 3.28623 -2.52355 0.66930 -0.003 -0.032 -0.017 -0.099
C 4.49956 -3.73624 -1.19057 -0.006 0.012 -0.002 -0.057
C 2.98797 2.10300 -3.84439 -0.051 0.042 -0.009 -0.037
C -0.66230 1.77912 -3.70783 0.013 0.116 0.052 -0.005
C 1.93239 3.51986 3.83013 -0.012 -0.048 -0.036 -0.038
C -4.32582 -0.41944 0.51342 0.019 -0.018 -0.025 -0.016
C -1.30956 3.36902 0.70704 0.001 0.033 -0.047 -0.037
C -2.32553 -2.33231 3.69826 0.125 -0.046 -0.054 -0.144
C 3.12215 -1.41676 1.50292 -0.035 -0.026 0.021 -0.162
C -5.73371 -2.38229 -1.21568 0.003 -0.006 0.005 -0.021
C -0.11973 2.00934 2.03099 0.032 0.054 -0.019 -0.627
C 0.06286 5.11620 4.17933 0.015 -0.005 -0.031 -0.052
B -0.96341 0.94822 -0.11913 0.047 0.039 0.057 -0.707
H 3.77316 0.57057 1.97722 0.003 0.007 0.001 0.101
H 0.47328 5.78077 3.41777 -0.006 0.003 -0.005 0.090
H 2.71632 -3.42806 0.86414 0.008 -0.002 0.014 0.116
H 5.49804 0.59489 0.18815 0.000 0.001 0.005 0.115
H -2.46717 1.87164 -2.44946 -0.002 -0.008 0.001 0.136
H 5.56090 -3.98162 -1.22972 0.002 -0.001 0.001 0.092
H 2.69782 3.12417 -3.59148 0.012 -0.005 -0.004 0.099
H 2.32063 4.12529 3.00912 0.011 0.001 0.004 0.094
H -6.28255 -3.30551 -1.39791 0.001 -0.002 -0.003 0.098
H 1.01231 2.88674 -5.61152 0.029 0.005 -0.017 0.096
H -1.12249 5.10549 2.02334 -0.009 0.004 0.001 0.116
H 2.42502 -1.47233 2.32752 0.018 0.006 0.008 0.053
H 2.37470 -0.60440 -3.46914 0.007 -0.017 -0.052 0.040
H -5.31404 -0.53726 0.91511 0.001 0.005 0.006 0.129
H 2.22705 2.48427 3.67935 0.023 0.020 0.001 0.035
H 0.03501 1.74398 4.89339 -0.002 0.005 -0.009 0.037
H -0.94273 2.05806 -4.70437 0.006 -0.023 -0.013 0.122
H 2.90716 -0.34292 -5.13754 -0.002 0.020 -0.011 0.100
H -3.39698 -3.28741 -2.31279 0.015 -0.003 0.003 0.073
H 0.25128 3.11526 5.98356 -0.004 0.007 -0.002 0.095
H -5.52518 -1.91194 -2.17750 -0.004 0.002 0.002 0.096
H -3.54851 1.54524 1.14449 -0.003 0.000 0.001 0.132
H -3.77209 -3.52812 1.40910 -0.008 -0.007 0.004 0.076
H -1.87291 3.67281 -0.15812 0.000 0.000 0.001 0.126
H -0.19443 0.10067 0.30589 -0.062 0.000 -0.052 -0.012
H -4.23390 -4.58013 -1.45767 -0.010 0.004 -0.001 0.099
H -1.26040 2.94259 5.08583 -0.007 -0.014 -0.004 0.094
H -5.21878 -4.29373 0.74043 -0.006 0.000 -0.004 0.100
H -1.01413 5.27029 4.25719 0.001 0.010 0.002 0.090
H 5.81123 -1.37082 -1.25416 -0.002 -0.008 -0.002 0.123
H -6.38022 -1.72337 -0.63701 0.000 -0.002 -0.001 0.081
H 4.17209 -3.55711 -2.21791 0.001 -0.002 0.001 0.073
H -5.33827 -2.71450 1.51222 0.005 -0.001 0.008 0.083
H 3.97192 -4.60804 -0.80400 0.006 -0.004 0.003 0.073
H 2.19862 1.81383 -6.35006 0.003 0.000 0.000 0.097
H 1.21259 -0.73270 -4.80174 0.009 -0.012 -0.003 0.096
H -2.69701 -3.98272 -0.83580 0.004 -0.007 -0.004 0.067
H 2.37548 3.87619 4.75975 -0.009 0.009 0.013 0.094
H 0.55508 1.24491 -6.13573 -0.032 0.027 0.032 0.090
H 3.71645 2.15139 -4.65309 0.003 -0.019 -0.003 0.094
H 3.47319 1.64839 -2.98611 -0.019 -0.003 0.055 0.042
H 0.50641 5.40141 5.13175 -0.004 -0.023 0.011 0.096
```
Forces are in eV/Å.

***

Q: What is the energy above the lowest of the compared OMol25 structures with the same formula, charge and spin in the first record?
A: 0.0 kcal/mol

***

Q: Which value of energy above the lowest of the compared OMol25 structures with the same formula, charge and spin does entry 1 give?
A: 0.0 kcal/mol